(1)
ORCA calculation (ωB97M-V with the def2-TZVPD basis set) on C57H53GaN5O4SiTe as an isolated structure in a non-equilibrium geometry.

```
122
Properties=species:S:1:pos:R:3:lowdin_charge:R:1
O -4.104 3.309 -1.502 0.124
Ga -1.285 0.715 -1.057 0.420
H -8.725 -1.613 -2.975 0.078
H -4.360 -1.917 0.630 0.101
H -7.995 -1.690 -4.580 0.083
C -0.745 -3.919 -1.224 -0.149
C 3.641 0.682 9.218 -0.278
C 0.358 4.645 -4.142 -0.048
C -2.373 -1.125 0.989 -0.383
H -2.784 1.371 -4.064 0.055
C -3.548 0.713 -4.469 -0.009
N 1.942 1.837 4.500 0.186
Te 2.222 -1.181 0.404 1.441
C -7.785 -1.740 -3.512 -0.043
C 5.242 1.397 10.814 -0.069
C -5.664 -0.446 -3.888 -0.028
C -4.697 0.482 -3.516 -0.200
H -4.282 -0.335 1.432 0.109
C -3.841 -0.958 0.652 -0.011
C 2.592 -0.189 8.905 0.017
H 5.291 -4.488 2.965 0.107
C 4.930 0.429 -3.339 -0.081
C 1.532 3.418 1.758 0.037
H -2.625 -2.784 2.402 0.128
C -0.595 -2.053 -4.150 -0.050
H -7.812 -0.144 -1.313 0.118
C -1.190 -1.412 3.125 0.032
H 2.550 1.897 -2.511 0.104
C -6.781 -0.699 -3.105 -0.266
C 1.698 4.894 -3.873 -0.069
C 0.491 0.380 3.750 -0.175
H 2.681 -3.847 -1.179 0.085
C -3.844 2.181 -1.832 -0.519
H 5.518 1.115 11.825 0.096
C -0.455 -0.211 2.868 -0.098
C 0.346 3.233 -0.311 -0.049
C 0.032 0.202 -3.762 -0.198
C -4.877 1.201 -2.328 -0.067
H 1.601 4.890 0.199 0.121
H 4.934 2.445 10.800 0.098
H 4.629 0.789 0.016 0.092
C 4.691 -5.342 1.091 -0.079
H -3.402 -3.128 -3.235 0.046
H 2.276 -0.904 9.653 0.126
H 0.071 3.633 -1.273 0.118
C 1.954 2.672 -2.974 -0.003
H 1.031 1.226 -5.349 0.126
H -1.060 -2.989 -3.853 0.084
H 0.960 -0.741 -6.860 0.109
C 3.124 -0.916 -2.497 -0.146
H 3.693 -0.832 -4.561 0.108
H 3.822 2.389 6.324 0.106
H -1.239 3.189 -4.013 0.128
C 3.958 -5.159 -0.072 -0.079
C -3.514 -2.813 -2.192 -0.136
C 3.381 -0.465 -1.203 -0.537
H -0.622 -4.503 -2.138 0.040
C 2.404 0.811 6.721 -0.161
C 1.730 0.850 5.425 -0.250
H 5.245 -6.260 1.243 0.107
H -0.085 -2.847 -6.070 0.110
H 3.538 4.105 -3.094 0.112
H -6.595 2.800 -0.541 0.094
C 4.414 0.444 -0.989 -0.148
H -7.416 -2.746 -3.296 0.082
H -7.071 1.313 0.298 0.080
H -4.169 -1.943 -2.197 0.018
O -2.621 1.675 -1.802 -0.022
H -1.019 -1.949 4.050 0.129
N -1.110 -0.957 -1.988 -0.045
H 1.170 -0.793 7.428 0.114
H -0.259 5.411 -4.592 0.115
Si -1.836 -2.430 -1.484 0.592
C 0.059 1.579 1.280 -0.156
H 4.886 2.290 8.495 0.106
C 5.184 0.890 -2.055 -0.089
C -0.668 0.402 1.651 -0.202
N 0.858 -0.039 4.999 0.196
C 0.951 2.207 2.174 -0.071
C 0.576 0.301 -5.024 0.003
N -0.175 2.067 0.034 0.122
C 1.156 1.546 3.407 -0.133
H 2.128 5.856 -4.118 0.109
C 3.270 -2.983 0.701 -0.536
C -6.015 0.993 -1.535 -0.210
C -0.044 -1.980 -5.424 -0.074
C 2.492 3.911 -3.298 -0.054
H 0.237 -3.613 -0.865 0.001
H -3.983 -0.462 -0.312 0.067
H 4.045 -2.390 2.614 0.088
H 5.993 1.589 -1.880 0.107
C 4.073 1.612 8.279 -0.009
H -3.927 1.157 -5.392 0.096
C -6.282 1.787 -0.286 -0.035
O 4.168 0.544 10.451 -0.067
C -6.937 0.028 -1.931 -0.003
H -2.083 -2.069 0.061 0.054
N -1.575 -0.036 0.727 0.064
O 0.025 1.251 -2.843 -0.049
C -0.570 -0.964 -3.281 -0.287
H -5.395 1.896 0.342 0.077
H -3.995 -3.631 -1.653 0.049
H -3.064 -0.228 -4.738 0.083
C 3.900 -0.474 -3.560 -0.078
C 3.245 -3.985 -0.265 -0.147
C 0.618 2.456 -3.242 -0.304
H 2.217 3.948 2.409 0.125
H -5.538 -0.983 -4.824 0.128
H 2.311 -1.609 -2.679 0.090
C -2.079 -1.866 2.226 -0.005
C 1.202 3.944 0.536 -0.003
C 4.016 -3.167 1.860 -0.147
H 3.939 -5.932 -0.830 0.107
C 1.983 -0.124 7.675 -0.011
H -1.202 -4.575 -0.480 0.044
C -0.194 3.410 -3.831 0.005
C 3.450 1.665 7.041 -0.025
H 2.543 2.630 4.630 0.148
C 0.539 -0.807 -5.866 -0.076
C 4.718 -4.348 2.057 -0.081
H 5.537 0.773 -4.167 0.109
H 6.099 1.255 10.152 0.097
```

As for the relative energy (zero: lowest compared OMol25 entry of this formula, charge and spin): 37.1 kcal/mol. The largest force on an atom comes out at 1.05 eV/Å. Its charge is +1. Its spin multiplicity is 1. For the total energy, the calculation gives -143156.067 eV. The gap between HOMO and LUMO is 6.76 eV.

(2)
ORCA calculation (ωB97M-V with the def2-TZVPD basis set) on a 6-piece molecular cluster, C57H54FN3O18 overall in a non-equilibrium geometry.

```
133
Properties=species:S:1:pos:R:3:lowdin_charge:R:1
C -2.868 -0.420 4.164 -0.195
H 1.122 -3.141 7.916 0.122
C 9.205 -3.016 -0.326 -0.371
H 1.504 5.942 2.793 0.086
O 12.509 -1.923 -2.469 0.084
C -6.812 0.786 -2.833 -0.175
C 3.809 -3.895 0.255 0.025
H 1.418 -1.879 -1.300 0.123
H -6.908 4.528 -7.763 0.123
N -2.514 -1.872 3.906 0.009
C 16.657 1.428 -0.401 0.019
H -6.216 2.050 -1.043 0.125
C 2.397 -2.302 -1.108 0.023
H -0.170 3.425 3.844 0.134
H -4.486 -3.576 -4.249 0.075
C -2.488 0.807 1.707 0.015
H 3.555 -3.064 7.397 0.123
O 1.499 -3.629 0.616 0.097
H 0.989 5.598 4.531 0.088
H 17.585 0.286 1.124 0.121
H -1.968 0.181 4.537 0.109
C 1.425 5.101 3.577 -0.102
C -4.967 -0.125 2.492 -0.075
H -4.460 -1.772 -3.593 0.083
C 9.119 -2.014 -1.410 0.032
H -6.702 1.779 -3.416 0.136
O -5.558 0.405 -2.208 -0.153
C -9.007 -1.211 2.797 -0.242
C -5.225 1.512 -1.323 -0.167
C -4.581 1.039 0.071 0.048
C 0.329 4.039 3.011 -0.353
C -9.649 2.369 -7.632 0.023
H 0.220 -1.825 3.860 0.083
H -9.974 -1.783 2.510 0.111
H -5.737 2.409 -7.189 0.125
H -8.364 -0.319 4.829 0.073
C -7.554 1.192 -7.146 -0.381
C -7.438 3.593 -7.631 0.023
H 12.588 -3.673 -0.554 0.123
H -8.161 -1.771 2.233 0.098
H 5.866 -3.961 -0.252 0.105
O -0.564 5.009 -1.192 0.101
H 10.154 -0.925 -2.904 0.124
C 14.777 0.278 -1.638 0.027
C 2.482 -3.304 -0.024 -0.390
H -10.722 2.418 -7.765 0.123
H -7.694 0.848 -2.080 0.135
H -2.395 -2.383 4.791 0.056
O 16.142 -1.854 0.852 0.100
C -9.021 1.233 -7.324 0.023
O -6.980 0.156 -6.863 0.078
C -8.804 -1.284 4.391 -0.132
C 10.531 -3.607 -0.047 0.028
F 2.145 1.248 -0.912 0.016
O -7.073 -1.656 -3.093 -0.189
C 2.276 -2.043 4.314 0.034
C -5.548 0.365 1.133 -0.037
C 4.802 -2.536 -1.528 -0.373
H 3.853 -4.628 1.051 0.123
C -4.969 -2.532 -4.294 -0.083
C -8.905 3.635 -7.809 -0.388
H 8.141 -1.592 -1.602 0.106
C -3.066 1.268 0.312 0.036
H -9.866 0.279 1.295 0.116
H 1.999 3.787 -1.011 0.126
H 1.592 2.224 2.443 0.124
C 16.829 0.340 0.350 0.019
N -5.909 -3.331 3.121 0.178
C -0.762 2.703 -0.130 0.000
H 14.343 -1.698 -1.009 0.094
H -6.582 -3.690 -3.276 0.121
H 3.431 -1.213 -2.603 0.122
O 0.732 1.434 -2.708 0.115
H 2.650 -1.749 3.341 0.123
C 0.484 -2.488 5.928 -0.362
O 4.478 -2.366 5.076 0.105
O -2.150 1.826 -1.967 0.063
C 11.609 -3.250 -0.746 0.024
O -9.478 4.670 -8.091 0.107
O -0.708 -2.524 6.185 0.087
H -4.597 2.297 -1.880 0.134
O 8.221 -3.341 0.314 0.101
H -7.236 1.344 2.714 0.134
C 2.800 -2.806 6.665 0.023
C -0.090 3.870 -0.987 -0.284
C 10.198 -1.657 -2.108 0.029
C 3.288 -2.402 5.329 -0.386
C 15.618 1.479 -1.453 -0.386
H -3.708 -0.462 4.959 0.128
C 15.987 -0.861 0.165 -0.385
H -8.071 -2.144 4.622 0.062
O -0.219 0.409 2.781 0.036
C -2.037 1.922 -0.707 -0.202
C -9.155 0.279 2.205 -0.171
H -0.550 5.295 1.311 0.066
C -5.655 -2.150 3.240 -0.225
H -1.019 5.930 2.972 0.088
H -1.842 4.369 2.233 0.088
C -0.950 1.075 1.998 -0.203
H 17.264 2.316 -0.279 0.121
C -0.278 2.298 1.167 -0.032
O 15.463 2.472 -2.140 0.103
C 11.524 -2.248 -1.829 -0.375
H -9.604 0.934 3.036 0.119
H -1.647 -1.831 3.354 0.046
O 5.786 -2.211 -2.168 0.091
C 4.887 -3.538 -0.444 0.029
H -8.316 -0.199 -4.149 0.131
C 0.974 3.025 1.903 -0.097
H -8.054 1.915 1.151 0.134
O -5.784 -0.744 3.524 -0.022
H 2.430 4.621 3.832 0.078
C -7.224 -0.432 -3.843 -0.182
C -0.856 4.963 2.365 -0.093
H -9.550 0.298 -7.192 0.124
H 10.575 -4.340 0.749 0.124
C 14.949 -0.810 -0.886 0.021
H -7.202 -2.887 -4.839 0.122
H 1.654 3.571 1.165 0.110
C -7.771 0.969 1.764 -0.187
C -6.546 -2.729 -3.911 -0.240
H 14.020 0.331 -2.411 0.117
C -6.810 2.457 -7.323 0.025
C 0.973 -2.084 4.592 0.029
N 1.227 3.533 -1.649 0.153
C -3.425 0.117 2.734 0.019
C 1.496 -2.846 6.943 0.023
H -4.910 -2.079 -5.360 0.073
H -9.772 -1.543 4.973 0.080
C 3.476 -1.945 -1.806 0.022
O -6.941 0.148 0.894 -0.095
H -6.564 -0.364 -4.785 0.102
C 1.329 2.052 -1.798 -0.344
```

The largest force on an atom comes out at 6.48 eV/Å. Its spin multiplicity is 1. For the total energy, the calculation gives -104008.357 eV. The gap between HOMO and LUMO is 7.34 eV. The SMILES is CCCCOc1c(COCCOCC)c2c(c(CN)c1OC#N)C(=O)C(CC(C)C)=C(C(=O)NC(=O)F)C2=O.O=C1C=CC(=O)C=C1.O=C1C=CC(=O)C=C1.O=C1C=CC(=O)C=C1.O=C1C=CC(=O)C=C1.O=C1C=CC(=O)C=C1.

(3)
ORCA calculation (ωB97M-V with the def2-TZVPD basis set) on C57H55N5O7PSc as an isolated structure in a non-equilibrium geometry.

```
126
Properties=species:S:1:pos:R:3:lowdin_charge:R:1
H -4.512 -0.593 2.946 0.105
H 1.146 2.642 -4.735 0.105
C -3.432 2.013 3.747 -0.018
C -0.996 -5.119 1.910 -0.020
H 4.084 -2.158 0.307 0.099
C -5.900 3.094 3.123 -0.107
H 2.791 -2.900 -0.658 0.086
C -2.377 -7.058 2.219 -0.120
H 0.687 3.197 4.707 0.088
N 0.163 0.425 -2.453 0.091
H 4.649 -1.880 -2.247 0.079
C -2.954 -0.084 1.415 -0.259
H -6.873 3.504 2.881 0.090
H -5.511 2.444 1.122 0.117
C -1.848 3.978 -0.671 0.004
O 2.473 0.075 -1.181 -0.013
C -5.426 3.170 4.422 -0.119
O 1.190 1.600 0.747 -0.314
C -2.362 -2.126 0.974 -0.246
H -3.809 2.691 5.741 0.096
C -0.331 4.096 -3.121 -0.207
C -1.203 2.812 -1.208 -0.239
C 2.885 -3.283 -3.896 -0.066
H 4.741 1.960 3.489 0.077
H -3.864 -4.824 0.162 0.118
H -0.960 4.942 4.023 0.082
C -0.698 -3.198 -0.537 -0.239
C 1.396 0.494 -4.388 -0.023
H -1.989 6.175 -5.235 0.088
N 4.274 -0.976 -2.010 0.169
C 0.522 -3.979 -2.242 -0.022
C 0.960 1.756 -4.152 0.005
H 5.630 1.607 -0.061 0.086
H 4.977 4.656 0.931 0.082
C 0.708 4.246 2.826 -0.623
C 0.193 1.700 -2.937 -0.225
H -1.394 3.791 2.744 0.062
O -0.712 0.420 3.188 -0.085
C 4.643 2.057 0.043 -0.041
C 4.889 1.573 2.482 -0.022
H -1.757 -1.500 4.307 0.070
H 6.376 3.675 1.401 0.074
H 5.939 1.310 2.356 0.075
N -0.220 -2.091 -1.173 0.089
O 3.132 2.977 1.727 -0.181
H 4.152 -4.111 -6.928 0.087
C 1.602 5.418 3.260 -0.031
C -1.949 -4.548 1.069 -0.206
C -0.743 -1.906 4.249 -0.110
H -6.018 3.654 5.189 0.086
C 3.076 -1.991 -0.120 -0.238
H -3.173 4.153 1.067 0.104
H 0.842 -1.573 -5.961 0.114
H 0.097 7.471 -4.983 0.086
H -0.096 -4.559 2.111 0.121
C 1.662 -2.198 -5.640 -0.048
C 0.839 4.839 -2.987 -0.016
C -3.120 -5.257 0.815 -0.040
H -0.424 -5.398 -0.871 0.104
C -2.352 2.141 0.505 -0.229
H 1.331 6.308 2.698 0.078
C 1.859 -2.399 -4.266 -0.175
O 0.920 4.049 1.442 -0.139
C 4.463 2.627 1.443 -0.642
C -1.343 4.582 -3.943 -0.036
C -2.563 3.563 0.404 -0.022
C -0.025 6.522 -4.469 -0.124
H 5.245 4.260 2.634 0.072
H 1.603 -2.582 1.331 0.004
H -1.751 4.972 -1.069 0.109
H -0.463 -6.786 3.145 0.096
C -0.287 -0.445 2.419 -0.399
H 0.992 -4.605 -2.980 0.096
C 3.684 -3.893 -4.840 -0.100
H -0.119 -1.392 4.992 0.078
O 2.201 3.541 -0.624 -0.254
C 0.991 6.037 -3.661 -0.086
C 1.052 -1.734 -3.249 -0.074
Sc 0.148 -0.033 0.004 1.080
C -1.668 -3.225 0.473 -0.070
H 4.491 2.827 -0.707 0.079
C -3.894 1.948 2.433 -0.200
H 1.908 6.602 -3.551 0.095
H 2.471 -1.084 1.736 0.013
O -0.226 -1.721 2.937 -0.170
H 0.464 2.162 3.281 0.056
C 1.003 3.018 3.679 -0.028
H -3.760 -3.120 2.415 0.102
H 2.042 0.174 -5.188 0.091
H 4.252 -0.301 -2.760 0.105
H 4.277 0.684 2.363 0.081
H 1.490 5.615 4.325 0.075
H -0.756 -2.980 4.442 0.071
H -4.241 -7.050 1.162 0.091
H 2.637 5.175 3.039 0.067
H -2.257 4.015 -4.060 0.116
H 2.062 2.789 3.658 0.070
H 3.051 -3.482 -2.846 0.098
H 2.311 -2.615 -7.634 0.093
C -3.328 -6.505 1.377 -0.104
N -2.116 -0.828 0.651 0.084
C -3.764 -0.936 2.252 -0.001
C -0.208 -4.387 -1.171 0.000
C 3.503 -3.646 -6.193 -0.117
C 2.476 -2.796 -6.579 -0.102
H 1.595 4.466 -2.314 0.086
C -3.393 -2.209 1.977 -0.009
H -2.543 -8.032 2.665 0.087
H -1.005 5.454 2.323 0.082
C -1.208 -6.360 2.482 -0.089
H 3.879 1.304 -0.109 0.054
C -3.040 1.309 1.406 -0.064
C -4.187 2.627 4.728 -0.085
C 5.329 3.888 1.615 -0.035
C -1.193 5.791 -4.607 -0.110
N -1.502 1.716 -0.460 0.094
C 3.206 -0.892 -1.147 -0.539
C -5.138 2.496 2.135 -0.040
C 2.011 -1.653 0.917 -0.204
C -0.453 2.811 -2.388 -0.066
H 4.465 -4.570 -4.519 0.094
C 0.509 -2.539 -2.223 -0.249
P 1.836 2.956 0.680 0.370
H -2.466 1.584 3.965 0.106
C -0.763 4.636 2.997 -0.024
C 0.861 -0.335 -3.331 -0.254
```

As for the relative energy (zero: lowest compared OMol25 entry of this formula, charge and spin): 68.2 kcal/mol. The largest force on an atom comes out at 1.67 eV/Å. Its charge is -2. Its spin multiplicity is 1. For the total energy, the calculation gives -111782.709 eV. The gap between HOMO and LUMO is 4.90 eV.

Which of these has the lowest largest force on an atom? C57H53GaN5O4SiTe